# C5H12O2

A cluster of 2 separate species, C5H12O2 in total (ωB97M-V with the def2-TZVPD basis set, OMol25).

Geometry as ORCA input:
```
! wB97M-V def2-TZVPD RIJCOSX def2/J DEFGRID3
* xyz 0 1
C 0.54989 2.63946 0.30911
C 0.51801 1.14928 0.05461
C 1.53880 0.74356 -1.00773
O -0.75771 0.85797 -0.50050
H -0.24492 2.94924 0.99246
H 0.36535 3.17734 -0.62304
H 1.47950 2.97748 0.77259
H 0.66137 0.66097 1.02455
H 2.57610 1.02474 -0.80997
H 1.23147 1.23425 -1.93296
H 1.51847 -0.33639 -1.17041
H -1.18475 0.06053 -0.15432
C -1.96009 -1.85287 0.08595
C -0.91442 -2.61555 0.37223
O -0.60104 -3.10707 1.59624
H -2.06190 -1.51647 -0.93671
H -2.71792 -1.54755 0.79376
H -0.21325 -2.89692 -0.40866
H 0.21706 -3.60201 1.54280
*
```

The HOMO-LUMO gap is 10.06 eV. The value obtained for the molar mass is 104.1 g/mol. Its HOMO energy is -0.3478 hartree. Its LUMO energy is 0.022 hartree. Its structure (SMILES) is CC(C)O.C=CO. The energy above the lowest of the compared OMol25 structures with the same formula, charge and spin comes out at 160.60 kJ/mol.

These are the Löwdin partial charges, in e, on atoms 1 to 4: atom 1 (C): -0.0731, atom 2 (C): -0.5005, atom 3 (C): -0.0604, atom 4 (O): -0.0739